1.
{
  "formula": "C38H86O31S6",
  "method": "ωB97M-V/def2-TZVPD",
  "relative_energy_kj_mol": 0.0,
  "multiplicity": 1,
  "e_lumo_ev": 0.2,
  "largest_force_ev_per_a": 3.58,
  "total_charge": 0,
  "smiles": "C[C@H]1COC(=O)O1.C[C@H]1COC(=O)O1.C[C@H]1COC(=O)O1.CCOS(C)(=O)=O.CCOS(C)(=O)=O.CCOS(C)(=O)=O.CCOS(C)(=O)=O.CCOS(C)(=O)=O.CCOS(C)(=O)=O.COCCOC.COCCOC",
  "gap_ev": 9.7,
  "molar_mass_g_mol": 1231.477,
  "elements": ["H", "H", "O", "C", "C", "H", "H", "H", "C", "O", "C", "C", "C", "H", "H", "H", "H", "C", "H", "C", "O", "O", "O", "H", "H", "H", "H", "C", "O", "O", "H", "H", "C", "O", "C", "H", "H", "C", "O", "O", "C", "O", "O", "H", "H", "H", "H", "C", "C", "C", "C", "H", "H", "H", "O", "H", "O", "O", "H", "H", "H", "H", "S", "H", "O", "C", "S", "H", "H", "H", "H", "C", "H", "H", "H", "H", "H", "H", "O", "H", "H", "H", "O", "C", "H", "C", "H", "H", "H", "C", "H", "C", "H", "H", "C", "H", "S", "C", "H", "H", "H", "O", "C", "C", "S", "H", "H", "H", "C", "H", "C", "C", "O", "H", "H", "H", "H", "H", "O", "O", "O", "O", "H", "H", "C", "O", "C", "H", "O", "H", "C", "H", "H", "H", "H", "H", "H", "O", "O", "H", "S", "O", "C", "H", "O", "C", "H", "H", "S", "C", "C", "H", "H", "H", "H", "O", "H", "H", "H", "C", "H"],
  "coordinates": [[0.52613, -2.56712, -0.42011], [-2.29327, 0.63676, 0.81962], [-3.22936, 1.75907, -2.87448], [2.87360, -1.58446, -1.08746], [5.09553, -3.08822, 2.03558], [-1.00517, 3.60586, -0.18520], [-5.26346, -3.86676, 0.79163], [-4.15001, -4.75313, -0.36900], [-6.09020, -5.32070, -0.74610], [5.61286, 0.40453, 0.60165], [2.78182, 0.87789, -5.16138], [-1.84096, -6.25616, -0.27356], [-3.57823, 0.70234, 4.39844], [-0.69824, 5.79821, 0.83239], [-4.89894, 5.38347, 0.39426], [1.48740, 7.90060, 0.26255], [-4.54343, -0.75321, -2.51845], [3.05659, 4.43653, -0.20299], [4.34993, -4.10425, 0.25685], [-1.26714, 0.20910, 0.77914], [2.01085, 1.30581, -0.17327], [2.25672, 0.25724, 4.71690], [-3.05332, 1.71498, -5.38003], [-7.13332, -4.99575, -0.81156], [2.92029, -5.94280, -2.25626], [-1.08595, -0.17480, 1.78316], [-3.80407, -7.81561, 1.74084], [1.25720, 0.70623, 0.87991], [-4.66077, -0.90363, 5.85556], [2.12186, 6.33647, 1.27451], [-5.77013, -5.63824, -1.78150], [4.11528, -2.90923, 2.46992], [5.01049, -4.32374, 1.13793], [2.48507, 4.39275, -7.53764], [-1.39784, 0.46197, -4.02541], [4.02615, 2.35814, 3.74708], [1.48458, -6.66303, -1.59587], [0.26506, 4.55517, -3.85197], [-5.15313, -3.13279, -1.14465], [-1.69001, 3.11175, -3.84768], [0.73041, -2.56202, -1.49160], [3.68098, 2.43645, -6.70395], [1.13260, 4.10310, 1.39609], [-5.42600, -0.31593, -1.04981], [0.96529, -1.97302, 6.27029], [-3.66913, 0.12496, -1.09157], [-3.69473, 1.17393, 3.45092], [6.69529, -0.29505, 2.87208], [2.90989, 1.36009, 5.45003], [-5.47553, -1.97900, 5.72967], [-4.88244, 0.01526, 4.72852], [2.31218, 0.38934, -6.00738], [3.41989, 3.00824, -4.77395], [0.05457, 2.61020, -4.91502], [-5.07355, 1.31843, 0.94666], [2.46983, 3.02549, 4.29452], [4.79407, 4.60193, -6.77204], [-0.42238, -5.47849, 1.49155], [3.39230, 3.37930, -0.11610], [1.05492, 6.43034, -0.55836], [-1.12245, -7.02074, -0.45106], [6.78615, 0.79174, 2.99449], [-3.96328, -2.15816, -0.68137], [3.48319, 2.61945, -9.21705], [-3.97773, -1.93840, 0.74212], [-5.11564, -4.29115, -0.24115], [0.69903, 0.07075, 4.94171], [-0.57755, 0.84022, -4.55150], [0.51962, -0.47330, 7.30572], [0.12596, -4.61149, -2.02822], [0.55902, -3.67868, 1.21882], [1.06038, -4.06395, -1.92925], [1.94081, 2.77585, -5.64880], [2.22139, 4.35498, -0.93158], [5.22437, 2.65698, -8.95746], [-2.10095, -5.94203, -1.29346], [-3.28581, 1.45561, 5.08500], [-0.11778, -3.85767, 2.85583], [-5.92824, -2.07579, 4.47784], [-6.00607, -0.70493, 3.03632], [7.61708, -0.72974, 2.58222], [3.75571, 0.90141, 5.96296], [-5.27722, 3.40495, 0.00191], [-0.15708, 1.11760, 0.49755], [-0.59313, -1.17824, 6.13460], [-1.33197, -5.06035, 0.44984], [-0.20745, -2.20635, -2.00140], [2.12061, 1.74262, 6.12892], [-6.03323, -6.19758, -0.10522], [0.48226, -0.99566, 6.30630], [4.65781, -5.17803, 1.75372], [1.22771, 1.43919, -1.28662], [-2.11849, -4.49731, 0.89511], [1.18248, 4.77634, -4.40655], [-3.07270, 4.08608, 0.36778], [-0.25491, 2.15168, 0.90467], [3.81868, 3.84179, -7.39751], [-0.26925, 6.78020, 1.12564], [-2.07419, -8.19283, 1.36710], [-1.95397, -0.34730, -4.50163], [-2.81850, 4.69161, 1.24326], [-5.73848, -2.78002, 6.58369], [-0.51195, 3.49990, -4.61554], [1.07326, 6.88264, 0.45150], [2.37424, 4.81157, 1.35575], [-2.25470, 3.39623, -1.40835], [-2.86468, -0.11505, 4.41740], [-4.49288, 4.88431, -1.17427], [2.87821, 2.36171, -5.45738], [2.95992, -6.39662, -0.51999], [2.33503, -5.99674, -1.31803], [-2.84615, -7.41183, 1.53317], [-3.06142, -6.81079, 0.19431], [1.30691, -4.71410, 2.34871], [-2.53651, -6.55176, 2.18449], [3.40209, -0.65220, -1.30922], [-1.57173, 4.99964, -1.05722], [3.89711, 5.14284, -0.46203], [-3.31913, 2.74130, 0.74566], [-2.73521, -2.61457, -1.33570], [0.22119, -0.68009, 3.79919], [1.64839, 1.72109, -2.35663], [1.41469, -0.34158, 1.03095], [-5.66496, 0.69568, 5.10111], [-4.48272, 4.51366, -0.16130], [0.14677, 1.32397, 5.27327], [4.33281, 3.30795, -8.97067], [1.54272, -4.10943, -2.91666], [5.52348, -1.94139, 1.17758], [-1.33238, -0.63030, 0.04827], [3.35673, 2.46075, 4.59778], [-0.32514, 6.94493, 2.21536], [5.83434, -3.15130, 2.81767], [0.48683, 4.14939, -2.87648], [-4.47044, -1.42095, 3.20774], [3.84431, 3.17837, 5.24764], [-1.08620, 0.29209, -2.96116], [1.89137, -4.73299, -0.91147], [3.27713, 4.69817, 2.47776], [-0.82900, 3.88149, -5.58115], [5.34699, -0.46397, 1.70313], [-0.07192, 1.19803, -0.99829], [0.31878, -4.39032, 2.00887], [2.26264, 0.68572, -4.22611], [1.70140, -1.57295, -1.82110], [-5.32721, -1.00716, 3.74364], [6.29924, -0.68526, 3.75657], [-0.90474, 7.52037, 0.64245], [-2.49547, 1.76172, -4.09402], [-1.91487, 4.05245, -0.65918], [-4.60314, 2.37181, 0.59956], [-0.36875, 5.46439, -3.83161], [2.59362, -1.76938, -0.05064], [-0.76204, -4.41609, -0.25380], [5.97038, -4.62060, 0.80138], [4.11578, -0.37847, 2.45402], [3.60077, -2.37172, -1.29520], [1.53257, 1.11390, 1.82615], [4.42126, 4.12735, -9.64390], [-4.40925, -0.60434, -1.42347], [3.84649, 0.55442, -5.08763]]
}

2.
{
  "formula": "C38H88N2O12",
  "method": "ωB97M-V/def2-TZVPD",
  "relative_energy_kj_mol": 0.0,
  "multiplicity": 1,
  "e_lumo_ev": 0.5,
  "largest_force_ev_per_a": 1.61,
  "total_charge": 0,
  "smiles": "CC1(C)CCCC(C)(C)N1O.CC1(C)CCCC(C)(C)N1O.COCCOC.COCCOC.COCCOC.COCCOC.COCCOC",
  "gap_ev": 8.8,
  "molar_mass_g_mol": 765.124,
  "elements": ["H", "H", "H", "H", "O", "C", "C", "O", "H", "N", "H", "C", "C", "H", "H", "C", "N", "H", "H", "C", "H", "H", "H", "C", "H", "H", "H", "H", "O", "H", "H", "C", "H", "C", "H", "O", "C", "C", "H", "C", "H", "H", "C", "H", "C", "H", "C", "C", "H", "H", "H", "H", "O", "H", "H", "C", "H", "O", "C", "H", "H", "H", "O", "H", "O", "C", "H", "H", "H", "H", "H", "C", "C", "H", "C", "C", "H", "H", "H", "H", "H", "C", "H", "H", "C", "H", "H", "H", "O", "H", "H", "C", "C", "C", "H", "H", "C", "H", "C", "H", "H", "H", "H", "C", "H", "C", "H", "H", "C", "H", "H", "C", "H", "H", "C", "H", "H", "O", "H", "C", "H", "C", "H", "H", "H", "O", "O", "H", "H", "H", "H", "H", "H", "H", "C", "H", "H", "H", "H", "H"],
  "coordinates": [[-45.11228, -11.78276, 0.83569], [-49.98483, -12.84404, -2.86997], [-49.22942, -1.72787, -1.43365], [-48.10381, -2.77996, -0.64735], [-46.67813, -3.47771, 9.82291], [-46.66659, -4.60193, 5.66110], [-46.95619, -2.41439, -5.88583], [-45.44239, -6.08721, -1.53214], [-44.20366, -7.72706, -1.74677], [-48.29675, -10.61904, -3.20198], [-46.37070, -5.18399, 0.02291], [-41.27186, -6.52432, 5.42999], [-49.74430, -12.44769, -3.86301], [-51.16704, -10.12931, -2.50319], [-46.19447, -12.59436, -0.27278], [-46.98073, -4.91784, 7.98048], [-48.27201, -1.82724, -3.85808], [-48.22492, -8.02656, -2.28308], [-41.82195, -7.43774, 5.72941], [-50.67811, -10.11507, -3.48012], [-45.81953, -8.20498, -5.16479], [-46.52217, -3.40905, -5.74854], [-50.14788, -3.52085, -5.15857], [-46.31050, -2.97667, -2.78032], [-49.32519, -9.08568, -1.36058], [-46.81211, -11.31048, -5.28128], [-47.61861, -12.71439, -1.98285], [-46.39346, -12.75228, -3.22016], [-46.35549, -5.37966, 6.79429], [-46.22356, -3.59718, 5.68924], [-47.72691, -13.91874, -3.24746], [-45.86923, -6.13253, -0.19242], [-44.08796, -5.43488, 0.74859], [-44.41741, -7.33642, 2.87925], [-45.37371, -3.48901, 8.20963], [-38.93757, -5.71553, 5.40869], [-43.19473, -5.28370, 5.71380], [-42.98198, -10.11480, -0.38604], [-45.23282, -5.97778, -5.06838], [-48.31581, -11.90741, -3.86764], [-47.01288, -10.60380, 1.61910], [-41.36503, -6.49340, 4.32999], [-48.33569, -2.28811, -5.24780], [-44.71008, -11.15922, -2.05539], [-43.72355, -5.05925, -6.32635], [-47.55600, -1.16508, -1.20793], [-48.55462, -4.62918, -4.22271], [-50.80587, -11.41645, -4.25597], [-47.75285, -4.46938, 5.55651], [-47.00408, -2.23617, -6.96257], [-39.76820, -6.82323, 6.92083], [-44.91880, -2.54145, 10.40307], [-43.15529, -11.48422, -0.69906], [-46.24434, -1.72191, -5.43733], [-47.79052, -9.44619, 0.48925], [-39.14150, -4.44893, 6.01447], [-48.12355, -11.16393, 0.31207], [-42.54998, -5.36150, -5.60389], [-49.18059, -8.55205, -2.30476], [-48.91102, -4.05225, -6.26488], [-50.71367, -11.23109, -5.33244], [-49.81210, -13.28442, -4.56298], [-46.27177, -10.51114, -0.32062], [-39.49119, -7.63462, 5.33325], [-44.45367, -7.29013, -6.42703], [-46.44562, -3.57584, 8.42964], [-46.01719, -3.33544, -1.78912], [-44.02081, -4.01470, -6.13562], [-42.44331, -9.61031, -1.19671], [-44.52618, -8.39706, 2.64478], [-44.97638, -9.24276, -6.27624], [-49.25578, -9.56371, -3.45123], [-48.17574, -2.03137, -1.43755], [-48.68171, -0.38217, -6.26626], [-44.88189, -5.99474, -6.10797], [-45.44844, -8.26083, -6.19426], [-43.65401, -4.44789, 6.23674], [-51.28756, -9.39402, -4.04268], [-43.37090, -7.02217, 2.75547], [-41.83082, -5.73327, -3.70895], [-46.62107, -6.92106, -0.04066], [-47.35319, -10.43708, 0.59597], [-45.68478, -5.66135, -6.78337], [-44.12188, -7.18596, 0.43109], [-45.53789, -11.71665, -0.17658], [-39.45214, -4.56936, 7.05826], [-44.63754, -7.10985, 3.92080], [-42.36971, -10.05003, 0.51373], [-41.83679, -5.39090, 6.02212], [-45.24881, -7.29886, -3.14903], [-49.62832, -3.80915, -2.53663], [-39.83586, -6.72742, 5.82730], [-48.59486, -3.99368, -2.84561], [-46.00930, -2.38891, 10.41847], [-48.15773, -4.67285, -2.10562], [-49.98253, -7.81888, -2.40132], [-44.72158, -6.33058, 0.76849], [-47.90687, -8.71951, -4.91440], [-49.06644, -3.63607, -5.26091], [-48.43804, -11.36051, -5.99224], [-46.27721, -5.12794, 4.79152], [-47.51835, -12.86060, -5.66023], [-47.56804, -5.02323, -4.47425], [-42.69352, -5.29331, -4.21158], [-49.56743, -1.72441, -6.94107], [-48.98911, -8.80062, -4.76782], [-51.79660, -11.86135, -4.13901], [-43.43601, -5.09799, -7.37835], [-47.46817, -12.87560, -3.05696], [-49.35885, -9.31748, -5.65451], [-38.16306, -3.96541, 6.04812], [-44.42017, -11.79935, -1.20632], [-43.93682, -9.61107, -0.22246], [-46.05145, -3.82081, -3.42682], [-47.81809, -2.66981, -2.77069], [-46.24374, -8.21900, -6.94573], [-46.21784, -1.44234, 9.90989], [-45.25261, -6.54202, 2.05452], [-48.19259, -0.02684, -3.27140], [-49.21980, -1.29211, -5.99897], [-45.68943, -2.12999, -3.06661], [-47.75924, -11.85854, -5.30225], [-43.76057, -6.16198, 6.06594], [-46.31581, -2.37709, 11.46099], [-46.80097, -5.67640, 8.73836], [-46.98327, -10.13765, -3.05042], [-47.61011, -0.55943, -3.82032], [-50.07106, -1.06284, -5.36189], [-45.92933, -8.08563, -1.69886], [-43.59176, -5.78378, -3.83878], [-49.22722, -5.49093, -4.20914], [-44.35849, -12.81829, -1.58754], [-46.98611, -2.75110, 7.94480], [-49.33573, -7.77019, -4.73020], [-45.18691, -7.36970, -2.06754], [-43.35977, -5.19306, 4.63196], [-46.80587, -10.21358, -2.10008], [-48.06283, -4.86155, 7.79761], [-42.68062, -4.24476, -3.86772], [-39.85860, -3.85184, 5.45744]]
}